Below is a gas-phase ion, C7H10IN2O (charge +1), with properties calculated with wB97M-V/def2-TZVPD.

Results
**Kohn-Sham gap**: 0.3335 Ha
**LUMO energy**: -3.40 eV
**HOMO level**: -12.5 eV
**Net charge**: +1
**SMILES**: COc1[nH]c(C)cc(=[NH2+])c1I

Geometry as XYZ:
```
21
Properties=species:S:1:pos:R:3:forces:R:3
I -2.4172 0.8968 2.5288 -0.679 0.156 0.606
O 0.0712 1.9931 1.3494 1.354 1.148 -0.592
N -2.4165 -1.8748 0.7446 -0.499 -1.096 1.266
N 0.7950 0.4142 -0.3818 -1.896 1.747 2.098
C 0.5489 -0.7755 -1.0291 -0.691 0.709 1.115
C -1.4304 -1.0709 0.4106 0.442 2.216 -0.419
C -0.5629 -1.4370 -0.6523 -0.407 -1.847 0.555
C 1.5545 -1.4200 -1.9085 -0.017 0.657 -0.167
C -1.2561 0.2353 1.0093 0.124 -2.372 -1.249
C -0.1516 0.9332 0.6458 1.590 -2.053 -2.046
C 0.9178 3.0545 0.8330 1.244 -1.219 -0.059
H -0.6264 -2.4957 -0.9484 -0.196 0.695 -0.303
H 1.5974 -0.8823 -2.8911 0.724 -0.113 1.014
H 2.0113 2.6779 0.7280 -1.677 0.845 0.603
H 1.1791 -2.4264 -2.2081 0.730 0.589 0.740
H 1.6393 0.9752 -0.4935 -0.316 -0.503 -0.301
H -2.3300 -2.8247 0.3541 -0.619 0.726 0.625
H 2.4421 -1.3622 -1.2045 -0.243 -0.636 -1.776
H 0.5795 3.3178 -0.1775 -0.105 0.377 0.466
H -2.9015 -1.7120 1.6627 0.529 -0.416 -1.483
H 0.7568 3.7833 1.6287 0.607 0.392 -0.696
```
Positions in Å, forces in eV/Å.